1.
{
  "formula": "C23H47BrIrN7SSeSi2",
  "method": "ωB97M-V/def2-TZVPD",
  "symbols": ["Ir", "N", "C", "N", "C", "N", "C", "C", "N", "C", "C", "N", "H", "H", "H", "H", "H", "C", "C", "C", "C", "Si", "Br", "C", "C", "C", "C", "C", "C", "C", "C", "H", "H", "H", "H", "H", "H", "H", "H", "H", "H", "H", "H", "H", "H", "H", "H", "H", "H", "H", "H", "H", "H", "H", "H", "H", "H", "H", "C", "Si", "C", "C", "Se", "H", "H", "H", "H", "H", "H", "H", "H", "H", "C", "N", "C", "N", "S", "H", "H", "H", "H", "H", "H"],
  "xyz": [[-0.02748, 0.07520, 0.07658], [4.06472, 0.41982, 0.47388], [3.04731, -0.42357, 0.37737], [1.96515, 0.28790, 0.07222], [2.40387, 1.58852, 0.06519], [3.68031, 1.69982, 0.28785], [1.41499, 2.64340, -0.11147], [1.69022, 4.00070, -0.11073], [0.71495, 4.89600, -0.20374], [-0.52641, 4.44630, -0.31702], [-0.82731, 3.08771, -0.32056], [0.14995, 2.18706, -0.21368], [5.03833, 0.21064, 0.65607], [3.10579, -1.49174, 0.50391], [2.70886, 4.35926, -0.02371], [-1.31624, 5.18238, -0.40003], [-1.83888, 2.72284, -0.41882], [-4.14409, -2.59181, 0.90129], [-5.19016, -1.87066, 0.03478], [-6.58479, -2.06592, 0.66554], [-5.17110, -2.54878, -1.34140], [-4.89471, 0.00893, -0.09757], [-2.46934, 0.04970, -0.64380], [-4.98902, 1.00359, 1.52254], [-4.56138, 0.16984, 2.73765], [-4.09709, 2.25588, 1.52538], [-6.46020, 1.42846, 1.71761], [-5.54421, 0.87033, -1.67284], [-5.32882, 2.39030, -1.60988], [-7.05854, 0.58322, -1.73070], [-4.89260, 0.38732, -2.97902], [-4.41872, -3.64848, 0.96161], [-4.09387, -2.21750, 1.91977], [-3.14325, -2.54108, 0.46580], [-6.82495, -3.13217, 0.66261], [-7.37584, -1.55860, 0.11227], [-6.62083, -1.73205, 1.70226], [-5.30802, -3.62431, -1.20312], [-4.21588, -2.40359, -1.85519], [-5.97071, -2.20713, -1.99587], [-3.53103, -0.18452, 2.63986], [-5.21390, -0.68306, 2.91683], [-4.61864, 0.80750, 3.62507], [-3.03781, 1.98240, 1.50311], [-4.27409, 2.80404, 2.45507], [-4.30332, 2.94070, 0.70605], [-7.14581, 0.57973, 1.71385], [-6.79389, 2.14033, 0.96409], [-6.55698, 1.91744, 2.69024], [-5.87250, 2.86436, -0.79460], [-5.69981, 2.83294, -2.53774], [-4.26981, 2.64974, -1.53185], [-7.58514, 0.89363, -0.82695], [-7.27605, -0.46838, -1.91448], [-7.48601, 1.14981, -2.56174], [-3.84741, 0.69244, -3.04889], [-5.41873, 0.85768, -3.81357], [-4.95703, -0.68770, -3.12672], [-2.09785, 0.51082, 5.47009], [-0.35897, -0.03546, 5.47563], [0.96352, 1.18611, 5.75800], [0.02915, -1.81584, 5.42731], [-0.19786, 0.28264, 2.39602], [-2.47934, 0.54532, 6.49764], [-2.71977, -0.18207, 4.90410], [-2.19261, 1.51260, 5.04801], [1.11632, 1.32734, 6.83467], [0.69906, 2.15534, 5.33318], [1.90712, 0.84660, 5.33010], [0.01668, -2.22675, 6.44380], [1.02383, -1.99046, 5.01520], [-0.71095, -2.36269, 4.84145], [-1.36290, -2.74268, -3.75934], [-1.15481, -2.48658, -2.33412], [0.00555, -2.52944, -1.72698], [1.11139, -2.80198, -2.40673], [0.08627, -2.28956, 0.02914], [-2.41612, -2.60627, -3.98261], [-1.08633, -3.76823, -4.00857], [-0.78488, -2.04212, -4.36323], [-1.95631, -2.29473, -1.74949], [1.08252, -3.07869, -3.37858], [1.95712, -2.99901, -1.89806]],
  "forces_ev_per_a": [[-0.3242, 0.0680, -1.2427], [0.0057, 0.0831, -0.0168], [-0.0280, -0.0936, -0.2327], [0.1891, 0.1559, 0.8075], [0.0477, 0.0799, -0.0946], [0.0181, -0.0977, 0.0049], [-0.0313, -0.0323, 0.0146], [-0.0166, -0.0247, -0.0642], [-0.0273, 0.0123, -0.0250], [0.0569, 0.0421, -0.0431], [0.0709, -0.0514, -0.1466], [-0.0379, 0.0053, 0.5444], [-0.0019, 0.0018, -0.0084], [-0.0236, 0.0035, 0.0245], [0.0020, -0.0012, 0.0003], [-0.0132, -0.0104, 0.0029], [-0.0184, -0.0096, 0.0624], [-0.0790, -0.0616, -0.0144], [0.2029, 0.1060, 0.0171], [-0.0117, -0.0188, 0.0028], [-0.0805, -0.0502, 0.0421], [-0.4348, -0.0931, 0.0695], [0.1849, 0.1082, -0.0309], [0.1238, 0.0135, 0.0160], [-0.0362, -0.0198, 0.0005], [-0.0285, 0.0019, -0.0126], [-0.0020, -0.0002, -0.0245], [0.2606, 0.0580, 0.1025], [-0.0710, 0.0045, -0.0413], [-0.0249, -0.0107, 0.0047], [-0.0504, -0.0186, -0.0171], [-0.0011, 0.0048, -0.0151], [0.0229, 0.0152, 0.0061], [0.0195, 0.0123, 0.0294], [0.0123, -0.0004, -0.0010], [-0.0118, 0.0048, 0.0016], [-0.0171, 0.0077, -0.0050], [0.0059, 0.0034, 0.0062], [-0.0095, 0.0114, -0.0376], [0.0259, 0.0149, -0.0258], [0.0059, -0.0064, 0.0007], [0.0168, -0.0126, 0.0012], [-0.0139, 0.0091, -0.0109], [0.0075, 0.0032, 0.0098], [-0.0065, 0.0001, 0.0003], [0.0094, -0.0044, -0.0145], [-0.0107, -0.0021, 0.0075], [-0.0066, -0.0002, 0.0053], [0.0036, 0.0006, 0.0019], [0.0241, 0.0082, 0.0129], [-0.0007, -0.0160, 0.0008], [0.0021, 0.0062, 0.0010], [-0.0166, -0.0095, -0.0005], [-0.0131, -0.0058, 0.0026], [0.0106, 0.0050, 0.0030], [0.0036, -0.0060, -0.0022], [0.0034, 0.0030, 0.0069], [0.0009, -0.0073, -0.0034], [-0.0484, 0.0166, -0.1106], [-0.0404, -0.0322, 0.1698], [0.0690, 0.0377, -0.1583], [0.0327, -0.0600, -0.1607], [0.0613, 0.0322, 0.0818], [0.0514, -0.0022, 0.0302], [-0.0215, -0.0161, 0.0495], [-0.0214, 0.0171, 0.0489], [-0.0441, -0.0406, 0.0249], [0.0051, 0.0184, 0.0478], [0.0256, 0.0105, 0.0526], [-0.0063, 0.0472, 0.0336], [0.0137, -0.0265, 0.0548], [-0.0103, -0.0170, 0.0448], [0.0379, -0.0014, 0.0093], [0.0284, -0.0334, -0.0829], [-0.1684, -0.1122, 0.0539], [-0.0223, -0.0799, 0.0685], [0.1452, 0.0014, 0.0716], [-0.0052, 0.0071, 0.0010], [-0.0024, -0.0020, 0.0064], [-0.0103, 0.0038, -0.0053], [0.0120, 0.0041, -0.0182], [0.0009, -0.0237, 0.0098], [0.0299, 0.0621, -0.0058]],
  "lowdin_spin": [0.135, 0.001, 0.001, 0.000, 0.000, 0.000, 0.001, 0.001, -0.001, 0.001, 0.001, 0.015, 0.000, 0.000, 0.000, 0.000, 0.000, 0.000, 0.000, 0.000, 0.000, 0.000, 0.002, 0.000, 0.000, 0.003, 0.000, 0.000, 0.000, 0.000, 0.000, 0.000, 0.000, 0.000, 0.000, 0.000, 0.000, 0.000, 0.000, 0.000, 0.000, 0.000, 0.000, 0.005, 0.000, 0.000, 0.000, 0.000, 0.000, 0.000, 0.000, 0.000, 0.000, 0.000, 0.000, 0.000, 0.000, 0.000, 0.001, 0.015, 0.000, 0.014, 0.784, 0.000, 0.000, 0.001, 0.000, 0.000, 0.000, 0.002, 0.002, 0.001, 0.000, 0.000, 0.000, 0.000, 0.015, 0.000, 0.000, 0.000, 0.000, 0.000, 0.000],
  "mol_weight_da": 861.0,
  "gap_ev": [6.45, 6.18],
  "charge": 3,
  "e_above_lowest_kj_mol": 47.71,
  "e_homo_ev": [-16.7, -16.5],
  "lumo_ev": [-10.2796, -10.3264],
  "spin_multiplicity": 2,
  "e_tot_ev": -199841.1102
}


2.
{
  "formula": "C5H11N",
  "method": "ωB97M-V/def2-TZVPD",
  "symbols": ["C", "C", "C", "C", "N", "C", "H", "H", "H", "H", "H", "H", "H", "H", "H", "H", "H"],
  "xyz": [[0.02760, 0.85476, -2.38243], [0.06121, -0.33846, -1.42586], [0.17141, 0.09027, 0.01352], [-1.00772, 0.33226, 0.89015], [-0.13466, -0.81959, 1.07174], [0.53855, -0.83942, 2.32863], [-0.84434, 1.49133, -2.19074], [0.92327, 1.47875, -2.27893], [-0.02443, 0.52082, -3.42393], [-0.85265, -0.93247, -1.53881], [0.91103, -0.99159, -1.64974], [1.03408, 0.72470, 0.24670], [-1.91775, -0.21995, 0.81933], [-0.93173, 1.21960, 1.53876], [1.30343, -1.61251, 2.30662], [-0.21278, -1.10482, 3.08787], [0.95547, 0.14634, 2.58711]],
  "forces_ev_per_a": [[0.0140, 0.0252, -0.0164], [0.0281, -0.1377, 0.0410], [0.1545, 0.0385, -0.1107], [0.1250, -0.1547, 0.4464], [0.0990, -0.2682, 0.2087], [0.3961, -0.0722, 0.2723], [0.1340, -0.1159, 0.0066], [-0.1178, -0.1057, 0.0034], [0.0039, 0.0439, 0.1601], [0.1739, 0.0042, 0.0264], [-0.0675, 0.0198, -0.1313], [-0.2587, 0.2532, -0.1818], [-1.3519, 1.1640, -1.0243], [-0.1268, -0.6890, 0.0542], [0.2441, 0.0752, 0.2468], [0.3397, 0.0554, -0.0974], [0.2104, -0.1359, 0.0960]],
  "nbo_charge": [-0.604, -0.404, -0.059, -0.311, -0.403, -0.406, 0.207, 0.201, 0.212, 0.210, 0.202, 0.184, 0.226, 0.188, 0.197, 0.198, 0.162],
  "mol_weight_da": 85.1,
  "gap_ev": 10.26,
  "smiles": "CC[C@H]1CN1C",
  "e_above_lowest_kj_mol": 170.99,
  "e_homo_ev": -9.0,
  "lumo_ev": 1.2282,
  "spin_multiplicity": 1,
  "e_tot_ev": -6851.7563
}


3.
{
  "formula": "C4H8O2",
  "method": "ωB97M-V/def2-TZVPD",
  "symbols": ["C", "C", "O", "C", "C", "O", "H", "H", "H", "H", "H", "H", "H", "H"],
  "xyz": [[0.06541, 1.69204, -0.43445], [0.00057, 0.37910, -1.20103], [0.80011, -0.63442, -0.60698], [0.11252, -1.49406, 0.25938], [-0.09544, -0.92649, 1.65210], [-0.98346, -1.29096, 2.38277], [1.10432, 2.02012, -0.34240], [-0.36324, 1.60570, 0.57041], [-0.49537, 2.46700, -0.96812], [-1.03905, 0.03027, -1.28004], [0.38648, 0.50822, -2.21682], [0.72648, -2.40026, 0.37197], [-0.86334, -1.80344, -0.14180], [0.64403, -0.15282, 1.95503]],
  "forces_ev_per_a": [[-0.0221, 0.0490, -0.0114], [-0.1201, 0.1281, -0.0227], [0.0707, -0.0841, -0.0154], [-0.0497, -0.2266, 0.0789], [-0.2894, -0.0753, 0.1197], [0.4014, 0.1812, -0.2232], [-0.1173, -0.0290, 0.0093], [0.0591, -0.0162, -0.1640], [0.0707, -0.1007, 0.0580], [0.1198, 0.0344, -0.0287], [-0.0457, 0.0431, 0.1221], [-0.0973, 0.1672, -0.0045], [0.1111, 0.0420, 0.0484], [-0.0913, -0.1131, 0.0336]],
  "nbo_charge": [-0.637, -0.065, -0.528, -0.177, 0.410, -0.513, 0.216, 0.205, 0.216, 0.165, 0.187, 0.218, 0.191, 0.112],
  "mol_weight_da": 88.1,
  "gap_ev": 10.68,
  "smiles": "CCOCC=O",
  "e_above_lowest_kj_mol": 156.73,
  "e_homo_ev": -9.7,
  "lumo_ev": 0.9910,
  "spin_multiplicity": 1,
  "e_tot_ev": -8371.6574
}